(1)
The molecule S2 in a non-equilibrium geometry. Source: the OMol25 dataset; level of theory: ωB97M-V/def2-TZVPD.

The geometry in XYZ format:
```
2
Properties=species:S:1:pos:R:3:lowdin_charge:R:1
S -0.45048 -0.77788 0.38821 0.000
S 0.45048 0.77788 -0.38821 0.000
```

- HOMO level: -0.3120 hartree
- ΔE to the lowest compared entry with this formula, charge and spin: 2.00 kcal/mol
- LUMO level: -2.7 eV
- Spin multiplicity: 1


(2)
A 2-piece molecular cluster, S2 overall in a non-equilibrium geometry. Source: the OMol25 dataset; level of theory: ωB97M-V/def2-TZVPD.

The geometry in XYZ format:
```
2
Properties=species:S:1:pos:R:3:lowdin_charge:R:1
S 0.00000 0.00000 1.72902 0.000
S 0.00000 0.00000 -1.72902 0.000
```

- HOMO level: -0.3495 hartree
- ΔE to the lowest compared entry with this formula, charge and spin: 164.26 kcal/mol
- LUMO level: -5.2 eV
- Spin multiplicity: 1


(3)
The molecule S2 in a non-equilibrium geometry. Source: the OMol25 dataset; level of theory: ωB97M-V/def2-TZVPD.

The geometry in XYZ format:
```
2
Properties=species:S:1:pos:R:3:lowdin_charge:R:1
S -0.36038 0.71537 0.35401 0.000
S 0.36038 -0.71537 -0.35401 0.000
```

- HOMO level: -0.2879 hartree
- ΔE to the lowest compared entry with this formula, charge and spin: 8.46 kcal/mol
- LUMO level: -2.1 eV
- Spin multiplicity: 1


(4)
The molecule S2 in a non-equilibrium geometry. Source: the OMol25 dataset; level of theory: ωB97M-V/def2-TZVPD.

The geometry in XYZ format:
```
2
Properties=species:S:1:pos:R:3:lowdin_charge:R:1
S -0.41240 -0.42599 0.89709 0.000
S 0.41240 0.42599 -0.89709 0.000
```

- HOMO level: -0.3301 hartree
- ΔE to the lowest compared entry with this formula, charge and spin: 19.13 kcal/mol
- LUMO level: -3.3 eV
- Spin multiplicity: 1


no.,gap between HOMO and LUMO (eV)
1,5.7
2,4.3
3,5.8
4,5.7